Record 1
Computed, not measured: a structure of composition H80O40 at a distorted geometry, with wB97M-V/def2-TZVPD.

Computed properties:
Kohn-Sham gap = 9.56 eV
Energy above the lowest of the compared OMol25 structures with the same formula, charge and spin = 1085.6 kJ/mol

CARTESIAN COORDINATES (ANGSTROEM)
O (-1.46, -2.54, 0.72)
O (-0.37, -1.38, 2.88)
O (-6.07, 2.58, -2.88)
O (2.55, 2.84, -2.74)
O (-2.65, 1.62, 5.81)
O (-2.81, -2.82, 4.97)
O (4.66, 0.25, -0.02)
O (-0.97, 3.52, -1.18)
O (-3.12, 5.59, 0.78)
O (1.87, -1.15, 4.11)
O (-1.90, 6.13, -1.70)
O (1.50, 0.27, -2.46)
O (2.34, -6.03, -0.35)
O (-2.75, -0.85, -3.35)
O (-1.15, 3.14, 4.12)
O (-4.41, -0.59, 2.02)
O (2.58, -1.38, 1.64)
O (-0.99, -1.24, -1.03)
O (-1.12, 1.29, 2.13)
O (5.63, -3.02, 0.72)
O (5.00, -1.45, 2.57)
O (-0.29, -1.77, -3.92)
O (-5.85, -0.14, -2.27)
O (-1.44, -4.65, -0.63)
O (-1.12, -4.20, -3.27)
O (2.95, 2.81, -0.11)
O (1.62, -4.18, -2.16)
O (-3.39, -3.58, 1.79)
O (2.65, 1.53, 2.39)
O (5.67, 2.57, 0.38)
O (3.12, -2.38, -0.70)
O (2.81, 3.85, 3.93)
O (3.54, -1.12, -3.44)
O (-1.41, 0.56, -5.59)
O (-3.42, -3.44, -1.92)
O (1.23, 5.00, 0.46)
O (0.59, 1.59, -4.38)
O (-3.52, 3.57, -1.06)
O (0.10, -3.40, 4.71)
O (-2.81, 0.87, -1.28)
H (2.76, 2.36, -0.95)
H (-2.15, -5.03, -1.17)
H (-0.13, 4.02, -1.14)
H (0.68, -1.70, -4.05)
H (-6.54, 1.84, -2.46)
H (2.10, -0.40, -2.11)
H (0.94, -1.14, 4.39)
H (0.14, -2.67, 5.33)
H (-2.88, -3.03, 4.01)
H (2.77, -2.10, 0.18)
H (-3.40, 5.55, 1.70)
H (6.09, 2.91, 1.17)
H (2.46, 2.04, -3.28)
H (0.51, -1.42, 2.46)
H (-0.96, 1.23, -5.01)
H (3.24, 3.70, -0.33)
H (-1.04, 1.82, 2.95)
H (1.93, 1.86, 1.81)
H (-5.31, 2.86, -2.36)
H (0.91, -3.50, 4.18)
H (-4.94, -0.46, -2.17)
H (-4.35, -3.41, -1.64)
H (-0.75, -1.90, 0.53)
H (0.89, -0.52, -2.58)
H (3.41, 2.00, 2.02)
H (-1.71, -0.54, -1.22)
H (-2.17, -0.63, -4.11)
H (1.54, 5.55, 1.20)
H (2.68, -3.01, -1.29)
H (-2.99, 0.73, 5.64)
H (-2.53, -3.59, 2.23)
H (5.47, -3.97, 0.70)
H (-1.63, -4.46, -4.06)
H (-0.85, -0.74, 2.33)
H (3.40, -1.65, 2.10)
H (2.19, -5.42, -1.11)
H (1.11, -3.76, -1.44)
H (-0.67, 1.75, 1.40)
H (4.91, 0.00, 0.87)
H (3.48, 2.64, -2.52)
H (2.09, -0.64, 1.98)
H (1.01, -4.54, -2.81)
H (-0.20, 3.34, 3.97)
H (-2.89, -3.27, -1.14)
H (4.98, -2.72, 0.06)
H (3.78, -1.20, -2.51)
H (1.86, -0.17, 3.96)
H (5.67, 1.70, -0.07)
H (5.42, -0.55, 2.80)
H (-2.70, 2.04, 4.94)
H (4.26, -0.84, -4.00)
H (-2.57, -0.18, -2.68)
H (1.34, 1.03, -4.03)
H (-3.29, -3.69, 0.85)
H (1.73, -5.58, 0.26)
H (-2.61, 3.97, -1.06)
H (0.87, 2.51, -4.32)
H (-3.74, 3.10, -0.26)
H (-1.76, -2.22, 1.57)
H (-1.09, 3.10, -2.04)
H (-0.94, 0.74, -6.41)
H (3.10, 3.39, 3.14)
H (3.57, 4.37, 4.24)
H (-1.99, -3.05, 5.46)
H (-1.70, -4.49, 0.27)
H (-1.35, -1.74, -0.28)
H (3.94, -0.35, -0.27)
H (-2.81, 1.36, -0.42)
H (-1.22, 5.49, -1.42)
H (-3.90, 0.09, 2.46)
H (-2.25, 6.54, -0.86)
H (-1.29, -3.24, -3.33)
H (-0.51, -1.02, -4.54)
H (-4.03, -1.45, 2.20)
H (1.98, 4.52, 0.12)
H (-5.85, -0.16, -3.24)
H (-3.27, 1.52, -1.83)
H (-1.25, 2.70, 4.98)
H (-3.90, 5.67, 0.21)
H (5.51, -2.21, 2.17)


Record 2
Computed, not measured: a structure of composition C18H36F2InNO40S11 at a distorted geometry, with wB97M-V/def2-TZVPD.

Computed properties:
Kohn-Sham gap = 2.64 eV
Net charge = +2

CARTESIAN COORDINATES (ANGSTROEM)
In (17.83, 14.84, 15.02)
S (12.79, 17.35, 10.03)
S (6.60, 12.85, 14.06)
S (16.19, 14.98, 17.82)
S (20.13, 10.24, 9.05)
S (11.21, 10.88, 11.38)
S (19.48, 18.22, 14.96)
S (17.99, 7.80, 4.33)
S (11.77, 21.81, 16.32)
S (11.05, 13.94, 18.64)
S (14.81, 15.08, 13.55)
S (7.97, 15.26, 12.90)
F (19.49, 10.96, 7.72)
F (5.85, 13.18, 15.31)
O (15.62, 14.43, 14.54)
O (18.73, 17.12, 14.51)
O (8.64, 16.12, 13.77)
O (16.48, 13.58, 17.79)
O (16.86, 6.74, 4.06)
O (11.65, 12.90, 17.88)
O (13.91, 14.02, 12.85)
O (11.80, 11.08, 12.68)
O (11.71, 16.94, 9.15)
O (12.28, 10.66, 10.30)
O (11.59, 14.25, 19.95)
O (7.48, 11.78, 14.32)
O (20.48, 18.70, 13.84)
O (14.68, 15.32, 17.67)
O (14.12, 17.41, 9.15)
O (18.87, 13.95, 11.60)
O (10.67, 9.36, 11.36)
O (10.50, 22.25, 16.71)
O (16.92, 15.81, 16.85)
O (7.46, 14.21, 14.10)
O (17.82, 8.80, 3.36)
O (19.23, 7.13, 4.56)
O (20.47, 17.62, 16.02)
O (12.81, 22.84, 17.03)
O (16.38, 15.69, 19.22)
O (13.69, 15.83, 14.32)
O (18.83, 19.32, 15.55)
O (10.90, 15.36, 17.79)
O (17.46, 8.30, 5.75)
O (12.07, 22.31, 14.84)
O (6.65, 15.53, 12.09)
O (20.88, 11.63, 9.42)
O (15.62, 15.81, 12.70)
O (13.02, 16.55, 11.14)
O (8.68, 14.50, 11.74)
O (10.20, 11.77, 10.94)
O (9.51, 13.72, 18.73)
O (12.66, 18.96, 10.42)
O (5.70, 12.76, 12.98)
O (12.25, 20.45, 16.51)
N (19.08, 14.90, 12.23)
C (16.03, 7.99, 5.90)
C (13.03, 19.57, 9.14)
C (15.76, 6.85, 4.95)
C (12.57, 23.67, 14.80)
C (9.74, 16.02, 18.30)
C (15.11, 16.15, 19.74)
C (13.99, 16.00, 18.70)
C (11.61, 9.83, 9.22)
C (12.36, 15.47, 13.88)
C (7.92, 14.64, 10.42)
C (8.85, 14.98, 19.13)
C (13.22, 23.93, 16.23)
C (13.94, 18.60, 8.30)
C (12.54, 14.02, 13.50)
C (21.89, 18.90, 14.48)
C (10.56, 8.93, 9.98)
C (6.98, 15.83, 10.63)
C (21.75, 18.35, 15.89)
H (7.20, 16.91, 10.35)
H (21.59, 19.17, 16.58)
H (6.11, 15.49, 9.97)
H (11.99, 16.04, 13.08)
H (10.06, 16.86, 18.92)
H (8.86, 14.98, 20.24)
H (9.12, 16.45, 17.54)
H (15.44, 8.84, 5.66)
H (15.87, 7.79, 6.97)
H (9.56, 9.15, 9.61)
H (12.60, 13.20, 14.21)
H (13.46, 18.49, 7.37)
H (13.37, 20.57, 9.43)
H (12.29, 9.16, 8.68)
H (13.22, 15.34, 19.01)
H (11.17, 10.52, 8.51)
H (7.35, 13.71, 10.44)
H (11.72, 15.56, 14.76)
H (11.87, 13.59, 12.74)
H (12.09, 19.68, 8.70)
H (15.80, 5.90, 5.43)
H (13.61, 16.93, 18.25)
H (14.83, 7.01, 4.30)
H (22.44, 18.33, 13.77)
H (22.63, 17.71, 16.10)
H (15.21, 17.25, 19.97)
H (22.07, 19.96, 14.52)
H (14.93, 19.05, 8.22)
H (14.31, 23.93, 16.15)
H (8.51, 14.56, 9.42)
H (12.91, 24.87, 16.78)
H (13.40, 23.64, 14.02)
H (14.87, 15.61, 20.64)
H (7.82, 14.92, 18.82)
H (11.82, 24.38, 14.48)
H (10.68, 7.86, 10.02)


Record 3
Computed, not measured: a structure of composition C23H24AuFN8OPS at a distorted geometry, with wB97M-V/def2-TZVPD.

Computed properties:
Kohn-Sham gap (spin up / spin down) = 7.49 / 6.36 eV
Net charge = +2
2S+1 = 2
<S²> = 0.755

CARTESIAN COORDINATES (ANGSTROEM)
Au (-0.14, 0.74, -0.18)
S (5.53, 0.65, 4.92)
P (-2.31, 0.86, -1.06)
F (-2.00, 2.60, -0.67)
O (0.28, -1.52, -0.76)
N (5.53, 0.79, 3.30)
N (1.50, -1.88, -0.51)
N (0.19, 0.89, 2.03)
N (3.92, 0.63, 5.12)
N (-3.80, 0.80, -3.36)
N (1.98, 1.08, -0.01)
N (-5.00, 0.55, -1.33)
N (-3.85, -1.34, -2.26)
C (-2.62, -1.06, -1.47)
C (-4.04, 1.04, -0.38)
C (-3.80, -0.60, -3.58)
C (4.73, 1.15, 0.44)
C (-2.57, 1.34, -2.84)
C (2.83, 1.27, -1.01)
C (1.52, 0.89, 2.32)
C (3.86, 1.00, 1.51)
C (-0.40, 0.81, 4.32)
C (3.19, -2.53, 1.01)
C (3.69, -2.32, -1.31)
C (4.28, 0.85, 2.86)
C (-0.72, 0.86, 2.98)
C (-4.96, 1.23, -2.61)
C (4.11, -2.61, -0.02)
C (1.92, 0.80, 3.70)
C (1.89, -2.16, 0.74)
C (4.20, 1.29, -0.85)
C (-5.05, -0.86, -1.49)
C (2.38, -1.96, -1.53)
C (2.44, 0.98, 1.27)
C (0.95, 0.76, 4.68)
C (3.33, 0.76, 3.94)
H (-5.95, -1.13, -2.04)
H (1.98, -1.73, -2.51)
H (-4.22, 2.10, -0.18)
H (-5.88, 1.01, -3.17)
H (-4.91, 2.31, -2.45)
H (-2.59, 2.43, -2.91)
H (-1.73, 0.97, -3.43)
H (2.38, 1.40, -1.99)
H (-3.93, -2.35, -2.44)
H (4.37, -2.37, -2.14)
H (-5.06, -1.35, -0.51)
H (-1.75, -1.46, -2.00)
H (-1.76, 0.87, 2.66)
H (-4.67, -0.89, -4.17)
H (-1.17, 0.80, 5.07)
H (5.13, -2.89, 0.18)
H (-4.14, 0.49, 0.56)
H (4.85, 1.43, -1.70)
H (-2.66, -1.60, -0.52)
H (3.46, -2.75, 2.03)
H (1.13, -2.08, 1.50)
H (1.24, 0.70, 5.72)
H (5.79, 1.18, 0.62)
H (-2.89, -0.90, -4.11)


Record 4
Computed, not measured: a cluster of 2 separate species, C5H14Si2 in total at a distorted geometry, with wB97M-V/def2-TZVPD.

Computed properties:
Kohn-Sham gap (spin up / spin down) = 8.62 / 8.61 eV
Energy above the lowest of the compared OMol25 structures with the same formula, charge and spin = 479.7 kJ/mol

CARTESIAN COORDINATES (ANGSTROEM)
Si (1.62, -1.42, -1.73)
Si (-0.37, 0.09, 0.64)
C (-0.81, 1.93, 0.89)
C (-1.95, -0.98, 0.87)
C (0.89, -0.43, 1.98)
C (0.32, -0.30, -1.05)
C (0.32, 1.44, -2.50)
H (1.30, -2.81, -1.37)
H (-1.57, 2.26, 0.19)
H (0.99, -1.52, 2.01)
H (-1.84, -1.66, 1.70)
H (0.59, -0.10, 2.97)
H (1.87, -0.01, 1.77)
H (-2.16, -1.57, -0.02)
H (-1.19, 2.10, 1.89)
H (1.71, -1.32, -3.19)
H (-0.46, 2.12, -2.27)
H (0.57, 1.08, -3.48)
H (-2.82, -0.36, 1.06)
H (2.93, -1.09, -1.13)
H (0.06, 2.56, 0.76)


Record 5
Computed, not measured: a structure of composition C16H43N4OS2Si4 at a distorted geometry, with wB97M-V/def2-TZVPD.

Computed properties:
Kohn-Sham gap = 3.70 eV
Net charge = -1

CARTESIAN COORDINATES (ANGSTROEM)
S (2.48, -3.02, -3.93)
S (2.54, -1.78, -6.71)
Si (-2.07, -0.35, -3.49)
Si (-1.13, 1.37, -1.33)
Si (0.06, 0.37, 4.42)
Si (-0.93, 0.25, 7.28)
O (-2.35, 0.18, -1.84)
N (0.35, 0.53, 6.13)
N (3.77, -0.37, -4.66)
N (-0.28, 0.85, 0.20)
N (-4.11, 1.54, -6.72)
C (-1.59, -1.51, 7.23)
C (1.66, 0.75, 3.49)
C (4.05, -0.27, -3.19)
C (0.77, -2.77, -3.20)
C (2.99, -1.60, -5.05)
C (-3.15, 1.24, -5.78)
C (-2.37, 1.44, 7.08)
C (-3.59, 0.16, -4.58)
C (2.75, 0.02, -2.23)
C (-0.25, 0.52, 9.03)
C (3.15, 0.87, -5.26)
C (-0.46, -2.78, -4.29)
C (-1.82, -2.28, -3.45)
C (-0.44, -1.38, 3.94)
C (3.60, 2.29, -4.60)
C (-1.23, 1.57, 3.79)
H (-1.78, 2.65, -1.04)
H (-0.40, -1.49, 2.85)
H (-2.07, 1.75, -5.81)
H (0.65, -1.79, -2.55)
H (0.56, -3.67, -2.45)
H (-0.77, -2.23, 7.25)
H (-2.96, 1.21, 6.19)
H (2.86, 2.48, -3.68)
H (-1.02, 2.58, 4.13)
H (-0.26, -2.12, -5.24)
H (-1.59, -2.55, -2.32)
H (-2.24, 1.29, 4.10)
H (-1.47, -1.60, 4.25)
H (1.97, 0.79, -5.34)
H (1.50, 0.65, 2.41)
H (2.00, 1.77, 3.70)
H (-2.23, -1.70, 8.10)
H (-1.04, 0.35, 9.77)
H (3.36, 3.15, -5.37)
H (-4.40, 0.66, -3.89)
H (4.51, -1.31, -2.82)
H (-2.78, -2.87, -3.75)
H (-0.66, -3.91, -4.56)
H (-4.99, 1.00, -6.49)
H (-1.23, 1.58, 2.69)
H (0.57, -0.18, 9.24)
H (2.47, -0.97, -1.62)
H (0.12, 1.54, 9.15)
H (0.23, -2.12, 4.38)
H (-3.04, 1.37, 7.94)
H (3.52, 0.91, -6.40)
H (-0.14, 1.62, -2.38)
H (-0.19, -0.19, 0.24)
H (4.70, 2.33, -4.19)
H (-0.81, 0.25, -3.93)
H (4.90, 0.52, -2.90)
H (-4.01, -0.84, -5.06)
H (3.01, 0.83, -1.41)
H (1.82, 0.29, -2.88)
H (-2.02, 2.47, 7.01)
H (0.68, 1.31, 0.27)
H (-2.19, -1.69, 6.34)
H (2.45, 0.05, 3.78)